Record 1
{"formula": "C10H13ClO2S", "method": "wB97M-V/def2-TZVPD", "relative_energy_kj_mol": 363.6, "orbital_gap_ev": 9.003, "total_charge": 0, "species": ["Cl", "S", "O", "O", "C", "C", "C", "C", "C", "C", "C", "C", "C", "C", "H", "H", "H", "H", "H", "H", "H", "H", "H", "H", "H", "H", "H"], "positions_angstrom": [[-4.053, -0.561, -0.443], [-2.375, 0.571, 0.267], [-2.581, 1.838, -0.351], [-2.418, 0.412, 1.688], [1.663, -0.013, -0.625], [0.114, 2.607, 1.398], [-1.282, -0.253, -1.966], [-0.989, -1.975, 1.341], [0.044, -1.280, 2.101], [-1.050, -0.399, -0.509], [0.533, 0.374, 0.268], [0.763, -0.284, 1.574], [-1.299, -1.742, 0.098], [0.141, 1.809, 0.364], [-2.226, -0.788, -2.123], [-0.616, -0.712, -2.669], [-1.683, -2.591, -0.399], [2.603, 0.418, -0.320], [-1.185, -3.019, 1.725], [1.644, 0.050, -1.772], [1.469, 0.282, 2.084], [0.064, 3.730, 1.143], [0.091, -1.548, 3.054], [-0.220, 2.024, 2.267], [0.156, 2.238, -0.698], [1.761, -1.071, -0.442], [-1.391, 0.748, -2.230]], "forces_ev_per_angstrom": [[0.2, 0.2, 0.3], [-1.5, -0.2, 0.3], [0.2, 0.2, 0.0], [0.2, 0.4, -0.4], [0.6, -0.7, -2.2], [-1.4, 1.1, -0.1], [-0.6, -1.6, -0.2], [1.7, -2.7, 1.7], [-0.9, 2.3, -3.6], [1.8, 0.4, 2.1], [-4.2, -1.4, -1.1], [-1.9, -0.5, -0.1], [0.6, 0.5, -0.9], [2.4, 0.4, -4.1], [0.0, 0.4, -0.4], [1.0, -0.4, 0.2], [-0.9, -0.2, -1.2], [0.3, 0.4, 0.3], [-0.1, 1.3, -0.3], [-0.6, 0.5, 1.7], [1.5, 0.4, 1.4], [-0.3, -1.9, 1.3], [0.9, -1.1, 4.0], [0.8, 1.2, 0.7], [0.1, -0.3, 1.5], [0.3, -0.6, -0.1], [-0.3, 1.8, -0.6]], "lowdin_charge": [0.36, 0.46, -0.32, -0.30, -0.04, 0.03, -0.10, -0.09, -0.04, -0.40, -0.35, -0.06, -0.16, -0.23, 0.05, 0.09, 0.11, 0.09, 0.14, 0.12, 0.11, 0.11, 0.07, 0.08, 0.14, 0.09, 0.06]}

---

Record 2
{"formula": "C5H6O", "method": "wB97M-V/def2-TZVPD", "relative_energy_kj_mol": 388.9, "orbital_gap_ev": 9.824, "smiles": "C#CC(=C)CO", "total_charge": 0, "species": ["O", "C", "C", "C", "C", "C", "H", "H", "H", "H", "H", "H"], "positions_angstrom": [[1.657, -1.221, -0.600], [0.000, 1.714, -0.211], [-0.091, 0.394, 0.139], [-1.404, -0.236, -0.080], [0.987, -0.521, 0.634], [-2.368, -0.991, -0.139], [0.838, 2.247, 0.107], [2.134, -0.449, -1.221], [1.794, 0.073, 1.149], [0.557, -1.516, 1.317], [-0.843, 2.188, -0.857], [-3.260, -1.683, -0.239]], "forces_ev_per_angstrom": [[0.6, 3.9, -0.2], [-2.2, -2.1, -0.7], [-2.2, 1.1, -1.0], [-0.6, -1.9, 0.0], [1.2, -2.6, -0.1], [0.0, 0.2, -0.2], [1.3, 1.1, 0.0], [-2.1, -2.9, 2.7], [-0.8, -0.8, -0.2], [1.4, 3.3, -2.1], [1.7, -0.7, 1.7], [1.7, 1.5, 0.2]], "lowdin_charge": [-0.19, 0.07, -0.35, -0.13, -0.17, 0.11, 0.03, 0.16, 0.11, 0.19, 0.11, 0.06]}

---

Q: Which formula does entry 1 have?
A: C10H13ClO2S

---

What did the first record say?
{"formula": "C10H13ClO2S", "method": "wB97M-V/def2-TZVPD", "relative_energy_kj_mol": 363.6, "orbital_gap_ev": 9.003, "total_charge": 0, "species": ["Cl", "S", "O", "O", "C", "C", "C", "C", "C", "C", "C", "C", "C", "C", "H", "H", "H", "H", "H", "H", "H", "H", "H", "H", "H", "H", "H"], "positions_angstrom": [[-4.053, -0.561, -0.443], [-2.375, 0.571, 0.267], [-2.581, 1.838, -0.351], [-2.418, 0.412, 1.688], [1.663, -0.013, -0.625], [0.114, 2.607, 1.398], [-1.282, -0.253, -1.966], [-0.989, -1.975, 1.341], [0.044, -1.280, 2.101], [-1.050, -0.399, -0.509], [0.533, 0.374, 0.268], [0.763, -0.284, 1.574], [-1.299, -1.742, 0.098], [0.141, 1.809, 0.364], [-2.226, -0.788, -2.123], [-0.616, -0.712, -2.669], [-1.683, -2.591, -0.399], [2.603, 0.418, -0.320], [-1.185, -3.019, 1.725], [1.644, 0.050, -1.772], [1.469, 0.282, 2.084], [0.064, 3.730, 1.143], [0.091, -1.548, 3.054], [-0.220, 2.024, 2.267], [0.156, 2.238, -0.698], [1.761, -1.071, -0.442], [-1.391, 0.748, -2.230]], "forces_ev_per_angstrom": [[0.2, 0.2, 0.3], [-1.5, -0.2, 0.3], [0.2, 0.2, 0.0], [0.2, 0.4, -0.4], [0.6, -0.7, -2.2], [-1.4, 1.1, -0.1], [-0.6, -1.6, -0.2], [1.7, -2.7, 1.7], [-0.9, 2.3, -3.6], [1.8, 0.4, 2.1], [-4.2, -1.4, -1.1], [-1.9, -0.5, -0.1], [0.6, 0.5, -0.9], [2.4, 0.4, -4.1], [0.0, 0.4, -0.4], [1.0, -0.4, 0.2], [-0.9, -0.2, -1.2], [0.3, 0.4, 0.3], [-0.1, 1.3, -0.3], [-0.6, 0.5, 1.7], [1.5, 0.4, 1.4], [-0.3, -1.9, 1.3], [0.9, -1.1, 4.0], [0.8, 1.2, 0.7], [0.1, -0.3, 1.5], [0.3, -0.6, -0.1], [-0.3, 1.8, -0.6]], "lowdin_charge": [0.36, 0.46, -0.32, -0.30, -0.04, 0.03, -0.10, -0.09, -0.04, -0.40, -0.35, -0.06, -0.16, -0.23, 0.05, 0.09, 0.11, 0.09, 0.14, 0.12, 0.11, 0.11, 0.07, 0.08, 0.14, 0.09, 0.06]}

---

Please write out number 1 again, unchanged.
{"formula": "C10H13ClO2S", "method": "wB97M-V/def2-TZVPD", "relative_energy_kj_mol": 363.6, "orbital_gap_ev": 9.003, "total_charge": 0, "species": ["Cl", "S", "O", "O", "C", "C", "C", "C", "C", "C", "C", "C", "C", "C", "H", "H", "H", "H", "H", "H", "H", "H", "H", "H", "H", "H", "H"], "positions_angstrom": [[-4.053, -0.561, -0.443], [-2.375, 0.571, 0.267], [-2.581, 1.838, -0.351], [-2.418, 0.412, 1.688], [1.663, -0.013, -0.625], [0.114, 2.607, 1.398], [-1.282, -0.253, -1.966], [-0.989, -1.975, 1.341], [0.044, -1.280, 2.101], [-1.050, -0.399, -0.509], [0.533, 0.374, 0.268], [0.763, -0.284, 1.574], [-1.299, -1.742, 0.098], [0.141, 1.809, 0.364], [-2.226, -0.788, -2.123], [-0.616, -0.712, -2.669], [-1.683, -2.591, -0.399], [2.603, 0.418, -0.320], [-1.185, -3.019, 1.725], [1.644, 0.050, -1.772], [1.469, 0.282, 2.084], [0.064, 3.730, 1.143], [0.091, -1.548, 3.054], [-0.220, 2.024, 2.267], [0.156, 2.238, -0.698], [1.761, -1.071, -0.442], [-1.391, 0.748, -2.230]], "forces_ev_per_angstrom": [[0.2, 0.2, 0.3], [-1.5, -0.2, 0.3], [0.2, 0.2, 0.0], [0.2, 0.4, -0.4], [0.6, -0.7, -2.2], [-1.4, 1.1, -0.1], [-0.6, -1.6, -0.2], [1.7, -2.7, 1.7], [-0.9, 2.3, -3.6], [1.8, 0.4, 2.1], [-4.2, -1.4, -1.1], [-1.9, -0.5, -0.1], [0.6, 0.5, -0.9], [2.4, 0.4, -4.1], [0.0, 0.4, -0.4], [1.0, -0.4, 0.2], [-0.9, -0.2, -1.2], [0.3, 0.4, 0.3], [-0.1, 1.3, -0.3], [-0.6, 0.5, 1.7], [1.5, 0.4, 1.4], [-0.3, -1.9, 1.3], [0.9, -1.1, 4.0], [0.8, 1.2, 0.7], [0.1, -0.3, 1.5], [0.3, -0.6, -0.1], [-0.3, 1.8, -0.6]], "lowdin_charge": [0.36, 0.46, -0.32, -0.30, -0.04, 0.03, -0.10, -0.09, -0.04, -0.40, -0.35, -0.06, -0.16, -0.23, 0.05, 0.09, 0.11, 0.09, 0.14, 0.12, 0.11, 0.11, 0.07, 0.08, 0.14, 0.09, 0.06]}

---

Q: Number 1 is which compound?
A: C10H13ClO2S